ORCA calculation (ωB97M-V with the def2-TZVPD basis set) on the molecule C6H10FN.

* energy above the lowest of the compared OMol25 structures with the same formula, charge and spin: 95.5 kcal/mol
* spin multiplicity: 1
* charge: 0
* structure (SMILES): C#CCN[C@@H](C)CF
* gap between HOMO and LUMO: 10.049 eV

Geometry as XYZ:
```
18
C6H10FN (ωB97M-V with the def2-TZVPD basis set)
C 0.209 -0.744 3.306
C 0.228 -0.118 2.223
C 0.516 0.688 1.134
N -0.773 0.813 0.300
C -0.673 0.113 -1.054
C 0.386 0.651 -1.962
C -0.628 -1.367 -0.691
F 0.695 -1.537 -0.332
H -0.026 -1.218 4.241
H 1.288 1.756 1.364
H 1.319 0.038 0.567
H -0.942 1.835 0.081
H -1.684 0.514 -1.352
H 0.552 -0.088 -2.850
H 1.250 0.717 -1.377
H 0.395 1.620 -2.365
H -0.940 -2.081 -1.385
H -1.174 -1.589 0.151
```

Löwdin atomic charge list, values in e, 6 entries:
1 C 0.125
2 C -0.205
3 C -0.281
4 N -0.041
5 C -0.361
6 C -0.063


ORCA calculation (ωB97M-V with the def2-TZVPD basis set) on a 2-piece molecular cluster, C48H55N2O2Si overall.

* spin multiplicity: 1
* charge: +1
* gap between HOMO and LUMO: 4.025 eV

Geometry as XYZ:
```
108
C48H55N2O2Si (ωB97M-V with the def2-TZVPD basis set)
C -3.637 5.052 1.436
O -3.791 4.159 0.310
C -3.528 2.842 0.495
C -3.648 1.999 -0.640
C -3.188 0.712 -0.562
C -2.407 0.266 0.541
C -1.582 -0.897 0.446
C -0.813 -1.379 1.522
N -0.771 -2.709 1.766
C -1.741 -3.620 1.180
C -1.425 -4.997 1.781
C -0.173 -4.833 2.652
C 0.065 -3.323 2.783
C -0.063 -0.460 2.409
C 0.653 0.605 1.831
C 1.282 1.545 2.640
C 1.273 1.398 4.030
C 0.551 0.353 4.616
C -0.167 -0.532 3.813
C -2.562 1.021 1.742
C -3.112 2.284 1.733
H -3.811 6.034 1.003
H -4.384 4.840 2.212
H -2.626 4.986 1.865
H -4.108 2.421 -1.534
H -3.384 0.015 -1.373
H -1.734 -1.528 -0.426
H -2.770 -3.308 1.423
H -1.666 -3.627 0.084
H -2.277 -5.311 2.388
H -1.274 -5.733 0.988
H -0.307 -5.272 3.643
H 0.706 -5.291 2.183
H 1.125 -3.048 2.664
H -0.229 -3.000 3.793
H 0.651 0.704 0.742
H 1.778 2.395 2.175
H 1.832 2.102 4.651
H 0.519 0.240 5.702
H -0.857 -1.240 4.284
H -2.233 0.602 2.692
H -3.206 2.859 2.658
C 10.165 -0.535 -1.935
Si 9.133 0.186 -0.570
C 9.737 -0.342 1.108
C 9.120 2.041 -0.693
O 7.603 -0.455 -0.717
C 6.328 -0.054 -1.198
C 5.648 0.877 -0.166
C 6.050 0.831 1.167
C 5.423 1.645 2.111
C 4.340 2.444 1.739
C 3.904 2.456 0.414
C 4.575 1.692 -0.546
C 6.542 0.533 -2.607
C 6.529 1.912 -2.827
C 6.837 2.425 -4.095
C 7.222 1.570 -5.125
C 7.324 0.198 -4.878
C 6.992 -0.321 -3.621
C 5.466 -1.372 -1.215
C 5.530 -2.147 0.113
C 4.202 -1.920 0.836
C 3.201 -1.497 -0.246
N 4.013 -1.136 -1.401
C 3.464 -0.788 -2.560
C 2.152 -0.318 -2.782
C 0.924 -0.456 -2.160
C -0.214 0.190 -2.793
C -1.453 -0.474 -2.941
C -2.491 0.099 -3.669
C -2.322 1.346 -4.283
C -1.100 2.018 -4.165
C -0.064 1.457 -3.424
H 11.177 -0.106 -1.885
H 10.233 -1.626 -1.822
H 9.736 -0.319 -2.921
H 10.762 0.031 1.255
H 9.103 0.059 1.911
H 9.748 -1.437 1.191
H 10.085 2.409 -0.313
H 9.005 2.373 -1.733
H 8.316 2.486 -0.091
H 6.871 0.171 1.467
H 5.783 1.634 3.141
H 3.839 3.052 2.493
H 3.055 3.070 0.102
H 4.288 1.758 -1.600
H 6.315 2.592 -1.999
H 6.777 3.503 -4.255
H 7.458 1.968 -6.114
H 7.660 -0.486 -5.659
H 7.121 -1.386 -3.415
H 5.819 -2.010 -2.042
H 5.612 -3.202 -0.177
H 6.414 -1.894 0.704
H 3.851 -2.822 1.350
H 4.294 -1.120 1.583
H 2.529 -2.329 -0.510
H 2.562 -0.663 0.082
H 4.142 -0.775 -3.419
H 2.140 0.239 -3.723
H 0.746 -1.162 -1.351
H -1.568 -1.465 -2.493
H -3.448 -0.423 -3.736
H -3.141 1.777 -4.857
H -0.959 2.982 -4.657
H 0.894 1.977 -3.337
```

Löwdin atomic charge list, values in e, 6 entries:
1 C -0.064
2 O -0.096
3 C -0.277
4 C -0.003
5 C -0.049
6 C -0.219


ORCA calculation (ωB97M-V with the def2-TZVPD basis set) on C29H29N4O4PbS2Si as an isolated structure.

* energy above the lowest of the compared OMol25 structures with the same formula, charge and spin: 19.3 kcal/mol
* spin multiplicity: 1
* charge: +1
* gap between HOMO and LUMO: 3.080 eV

Geometry as XYZ:
```
70
C29H29N4O4PbS2Si (ωB97M-V with the def2-TZVPD basis set)
Pb -0.282 1.020 -0.176
O 0.546 -2.724 2.695
C 1.907 -2.802 2.607
C 2.568 -3.857 3.234
C 3.944 -3.960 3.193
C 4.688 -3.008 2.508
C 4.033 -1.974 1.870
C 2.641 -1.842 1.901
C 2.007 -0.704 1.166
O 0.734 -0.566 1.202
N 2.830 0.070 0.498
N 2.173 1.101 -0.163
C 2.949 1.862 -0.844
S 4.674 1.572 -0.912
C 5.035 3.102 -1.821
C 3.863 3.405 -2.731
S 2.343 3.233 -1.756
H 0.240 -3.490 3.193
H 1.982 -4.605 3.758
H 4.434 -4.783 3.697
H 5.766 -3.076 2.472
H 4.590 -1.228 1.323
H 5.952 2.944 -2.386
H 5.191 3.902 -1.099
H 3.827 2.715 -3.573
H 3.894 4.428 -3.104
O -2.035 4.951 -0.503
C -1.504 3.937 -0.095
O -0.587 3.248 -0.679
C -1.952 3.405 1.272
C -2.749 4.230 2.092
C -3.092 3.784 3.331
C -2.648 2.516 3.774
C -2.943 2.013 5.063
C -2.481 0.788 5.449
C -1.711 0.010 4.556
C -1.414 0.464 3.302
C -1.874 1.737 2.890
N -1.553 2.210 1.642
H -3.053 5.189 1.702
H -3.698 4.391 3.993
H -3.534 2.621 5.737
H -2.696 0.412 6.439
H -1.343 -0.958 4.870
H -0.804 -0.135 2.638
C -4.022 -2.170 -3.228
Si -3.058 -1.059 -2.089
C -3.722 0.671 -2.159
C -3.065 -1.796 -0.385
N -1.299 -0.826 -2.405
C -0.451 -1.281 -3.248
C 0.959 -0.900 -3.088
C 1.911 -1.386 -3.932
C 1.525 -2.246 -4.968
C 0.186 -2.639 -5.185
C -0.785 -2.178 -4.357
H -5.048 -2.198 -2.854
H -3.653 -3.198 -3.238
H -4.064 -1.805 -4.257
H -4.813 0.629 -2.134
H -3.428 1.182 -3.078
H -3.383 1.283 -1.322
H -4.103 -1.892 -0.059
H -2.529 -1.194 0.352
H -2.615 -2.791 -0.385
H 1.232 -0.241 -2.271
H 2.952 -1.120 -3.802
H 2.289 -2.630 -5.635
H -0.052 -3.305 -6.002
H -1.820 -2.460 -4.497
```

Löwdin atomic charge list, values in e, 6 entries:
1 Pb 1.496
2 O 0.050
3 C -0.249
4 C -0.027
5 C -0.076
6 C -0.082


ORCA calculation (ωB97M-V with the def2-TZVPD basis set) on C5H9O2P as an isolated structure.

* energy above the lowest of the compared OMol25 structures with the same formula, charge and spin: 35.9 kcal/mol
* spin multiplicity: 1
* charge: 0
* gap between HOMO and LUMO: 9.711 eV

Geometry as XYZ:
```
17
C5H9O2P (ωB97M-V with the def2-TZVPD basis set)
C -1.157 -0.544 0.122
C -2.292 -0.988 -0.447
C -0.622 -0.447 1.478
C 0.741 0.296 1.492
C 1.643 0.230 -1.719
O -0.295 2.215 -1.516
O 0.623 1.387 0.604
P 0.236 1.050 -0.817
H -2.551 -0.819 -1.495
H -2.896 -1.712 0.092
H -1.239 0.224 2.171
H -0.682 -1.531 1.897
H 1.068 0.537 2.503
H 1.464 -0.359 1.088
H 1.697 0.349 -2.727
H 2.463 0.873 -1.409
H 1.799 -0.761 -1.316
```

Löwdin atomic charge list, values in e, 6 entries:
1 C -0.222
2 C -0.013
3 C -0.221
4 C -0.227
5 C -0.122
6 O -0.306


ORCA calculation (ωB97M-V with the def2-TZVPD basis set) on the molecule C10H16N2.

* energy above the lowest of the compared OMol25 structures with the same formula, charge and spin: 18.9 kcal/mol
* spin multiplicity: 1
* charge: 0
* structure (SMILES): CN1CC[C@@H](C2=CN=CCC2)C1
* gap between HOMO and LUMO: 8.845 eV

Geometry as XYZ:
```
28
C10H16N2 (ωB97M-V with the def2-TZVPD basis set)
C -2.324 -1.754 -2.363
N -1.206 -1.779 -1.418
C 0.174 -2.024 -1.854
C 1.070 -1.310 -0.839
C 0.124 -0.688 0.194
C 0.568 0.646 0.750
C 0.872 1.711 -0.058
N 1.332 2.939 0.494
C 1.227 3.171 1.805
C 0.561 2.174 2.762
C 0.866 0.750 2.254
C -1.220 -0.598 -0.512
H -2.244 -0.856 -2.997
H -2.396 -2.665 -2.940
H -3.247 -1.697 -1.746
H 0.352 -1.609 -2.843
H 0.378 -3.096 -1.927
H 1.743 -2.013 -0.348
H 1.723 -0.574 -1.354
H 0.036 -1.455 1.001
H 0.792 1.709 -1.143
H 1.458 4.165 2.133
H -0.500 2.302 2.859
H 1.020 2.336 3.747
H 1.912 0.483 2.410
H 0.280 0.028 2.814
H -2.026 -0.601 0.213
H -1.325 0.305 -1.096
```

Löwdin atomic charge list, values in e, 6 entries:
1 C -0.094
2 N -0.219
3 C -0.182
4 C -0.128
5 C -0.274
6 C -0.168


HOMO energy per entry: -0.3380 -0.3023 -0.3638 -0.3284 -0.2985 Ha